Record 1
Density functional theory data (ωB97M-V/def2-TZVPD) for a molecular structure, C28H22ClN4O9STc at a distorted geometry.

Properties
* HOMO-LUMO gap (spin up / spin down): 0.3063 / 0.2515 Ha

Structure (ORCA input):
```
! RIJCOSX wB97M-V def2-TZVPD def2/J DEFGRID3
* xyz 1 4
Tc 9.830 10.438 11.167
O 9.210 7.132 10.865
C 8.302 7.811 11.296
N 8.592 9.127 11.849
C 8.148 9.304 13.147
O 7.658 8.419 13.799
C 8.277 10.723 13.608
C 7.770 11.112 14.837
C 7.846 12.462 15.116
C 8.436 13.308 14.174
C 8.933 12.843 12.979
N 8.832 11.560 12.706
C 6.918 7.417 11.141
C 6.592 6.178 10.645
C 5.233 6.017 10.249
C 4.344 6.955 10.637
C 4.729 8.130 11.164
N 6.018 8.355 11.404
H 7.367 10.328 15.537
H 7.409 12.864 16.004
H 8.461 14.386 14.313
H 9.403 13.534 12.305
H 7.400 5.505 10.411
H 4.897 5.163 9.671
H 3.340 6.726 10.380
H 4.054 8.919 11.514
C 6.056 13.911 6.500
O 7.094 14.781 6.989
C 7.916 14.321 7.903
C 9.018 15.163 8.191
C 10.052 14.744 9.000
C 10.054 13.433 9.579
C 11.294 12.903 10.145
C 12.591 13.683 10.251
O 11.361 11.733 10.612
C 8.856 12.663 9.394
O 8.642 11.451 9.934
C 7.862 13.049 8.501
H 5.482 14.599 5.965
H 5.411 13.490 7.267
H 6.469 13.136 5.817
H 9.025 16.159 7.693
H 10.948 15.350 9.058
H 13.287 13.460 9.404
H 13.166 13.181 11.058
H 12.444 14.754 10.482
H 7.108 12.294 8.344
O 10.958 9.300 14.674
Cl 11.748 10.002 13.742
O 11.518 11.394 13.795
O 13.086 9.606 13.772
O 11.220 9.598 12.318
S 12.285 7.769 8.351
C 11.782 8.831 9.557
N 10.537 9.224 9.473
C 9.838 8.607 8.409
C 8.534 8.850 8.046
C 7.971 8.107 7.023
C 8.744 7.129 6.368
C 10.073 7.016 6.682
C 10.659 7.743 7.672
H 12.477 9.200 10.267
H 7.963 9.588 8.512
H 6.965 8.309 6.693
H 8.268 6.428 5.648
H 10.686 6.339 6.175
*
```

***

Record 2
Density functional theory data (ωB97M-V/def2-TZVPD) for a molecular structure, C28H22F3N4ReS2Sb.

Properties
* HOMO-LUMO gap (spin up / spin down): 0.2403 / 0.2415 Ha

Structure (ORCA input):
```
! RIJCOSX wB97M-V def2-TZVPD def2/J DEFGRID3
* xyz 2 2
Re -0.024 1.129 0.258
S -0.876 2.419 1.793
C -2.485 2.279 1.042
S -2.147 1.301 -0.390
C -3.657 2.710 1.527
C -3.704 3.413 2.777
N -3.715 3.990 3.769
C -4.869 2.427 0.817
N -5.802 2.176 0.197
N 0.937 1.517 -1.417
C 1.390 1.861 -2.448
N 1.878 2.230 -3.554
C 1.018 2.374 -4.775
C 1.160 3.781 -5.325
C 2.625 4.139 -5.557
C 3.434 3.995 -4.271
C 3.325 2.589 -3.706
H -0.004 2.131 -4.492
H 1.376 1.626 -5.484
H 0.703 4.491 -4.630
H 0.594 3.832 -6.256
H 2.703 5.160 -5.929
H 3.045 3.490 -6.332
H 3.090 4.714 -3.524
H 4.490 4.198 -4.450
H 3.799 2.491 -2.731
H 3.753 1.850 -4.384
F 4.989 -2.235 4.478
C 3.846 -2.030 3.836
C 3.851 -1.195 2.730
C 2.657 -0.986 2.064
C 1.489 -1.604 2.508
C 1.509 -2.436 3.627
C 2.700 -2.656 4.298
Sb -0.299 -1.263 1.496
C -1.900 -1.318 2.826
C -2.972 -2.172 2.578
C -4.043 -2.193 3.457
C -4.012 -1.353 4.557
F -5.038 -1.367 5.397
C -2.952 -0.499 4.822
C -1.884 -0.482 3.942
C -0.574 -2.678 -0.010
C 0.354 -3.708 -0.158
C 0.159 -4.668 -1.136
C -0.962 -4.572 -1.944
F -1.151 -5.492 -2.882
C -1.897 -3.557 -1.815
C -1.696 -2.598 -0.837
H 4.776 -0.733 2.415
H 2.656 -0.347 1.184
H 0.604 -2.910 3.988
H 2.754 -3.296 5.168
H -2.979 -2.829 1.717
H -4.893 -2.844 3.304
H -2.977 0.128 5.702
H -1.047 0.177 4.142
H 1.223 -3.771 0.485
H 0.851 -5.487 -1.278
H -2.758 -3.537 -2.468
H -2.424 -1.802 -0.722
*
```

***

Record 3
Density functional theory data (ωB97M-V/def2-TZVPD) for a molecular structure, C28H22I2N2O2Y.

Properties
* HOMO-LUMO gap: 0.2498 Ha

Structure (ORCA input):
```
! RIJCOSX wB97M-V def2-TZVPD def2/J DEFGRID3
* xyz 1 1
Y -0.658 1.968 0.712
I 5.292 0.229 -4.165
C 3.760 1.004 -2.986
C 3.033 2.098 -3.430
C 2.025 2.611 -2.632
I 0.932 4.264 -3.272
C 1.721 2.041 -1.392
O 0.757 2.556 -0.622
C 2.450 0.924 -0.960
C 2.125 0.155 0.307
N 1.430 0.909 1.372
C 2.266 1.952 1.979
C 1.466 2.704 3.011
C 2.020 3.110 4.213
C 1.242 3.811 5.119
C -0.080 4.086 4.805
C -0.565 3.645 3.593
N 0.181 2.968 2.708
C 3.471 0.426 -1.761
H 3.251 2.554 -4.386
H 3.056 -0.264 0.703
H 1.480 -0.696 0.065
H 1.157 0.243 2.095
H 2.574 2.641 1.188
H 3.171 1.539 2.431
H 3.051 2.871 4.434
H 1.660 4.132 6.063
H -0.725 4.624 5.484
H -1.597 3.835 3.317
H 4.041 -0.432 -1.425
C -1.789 -6.222 -1.557
C -1.861 -5.002 -2.219
C -1.743 -3.816 -1.515
C -1.545 -3.832 -0.131
C -1.457 -5.066 0.517
C -1.586 -6.252 -0.186
C -1.399 -2.628 0.692
C -1.596 -1.334 0.407
C -2.095 -0.688 -0.834
C -3.432 -0.768 -1.214
C -3.918 0.012 -2.255
C -3.088 0.902 -2.924
C -1.750 0.991 -2.566
C -1.260 0.198 -1.531
H -1.886 -7.145 -2.113
H -2.007 -4.976 -3.290
H -1.791 -2.879 -2.050
H -1.292 -5.089 1.588
H -1.523 -7.199 0.334
H -1.062 -2.810 1.711
H -4.094 -1.439 -0.681
H -4.960 -0.068 -2.539
H -3.477 1.511 -3.729
H -1.080 1.657 -3.098
H -0.187 0.213 -1.331
O -0.915 -0.506 2.562
C -1.193 -0.274 1.385
*
```

***

Record 4
Density functional theory data (ωB97M-V/def2-TZVPD) for a molecular structure, C28H22MnN10SSe.

Properties
* HOMO-LUMO gap (spin up / spin down): 0.2025 / 0.2016 Ha

Structure (ORCA input):
```
! RIJCOSX wB97M-V def2-TZVPD def2/J DEFGRID3
* xyz 0 2
Mn 0.742 -0.791 -0.403
N -0.181 -1.577 -4.556
C -0.082 -1.221 -3.248
S 0.873 -2.252 -2.224
N -0.699 -0.112 -2.916
N -0.505 0.219 -1.603
C -0.990 1.331 -1.160
C -1.701 2.341 -1.973
C -1.271 3.666 -1.910
C -1.909 4.637 -2.669
C -2.979 4.296 -3.483
C -3.410 2.978 -3.545
C -2.770 2.001 -2.800
C -0.716 1.571 0.267
C -1.360 2.544 1.015
C -1.034 2.688 2.352
C -0.083 1.853 2.910
C 0.486 0.878 2.111
N 0.172 0.729 0.827
H 0.077 -2.513 -4.811
H -0.878 -1.106 -5.108
H -0.407 3.911 -1.303
H -1.563 5.662 -2.625
H -3.473 5.055 -4.077
H -4.244 2.709 -4.181
H -3.094 0.972 -2.857
H -2.089 3.189 0.547
H -1.510 3.455 2.948
H 0.229 1.950 3.940
H 1.240 0.208 2.504
N -2.605 -2.849 1.340
C -1.842 -2.102 0.529
N -0.561 -1.994 0.630
C 0.120 -2.671 1.652
N 1.396 -2.558 1.795
N 1.914 -1.704 0.841
C 3.137 -1.335 0.936
C 3.540 -0.347 -0.060
C 4.832 0.122 -0.188
C 5.115 1.012 -1.214
C 4.103 1.385 -2.077
C 2.820 0.902 -1.861
N 2.539 0.067 -0.870
C -0.662 -3.488 2.576
C -0.078 -4.179 3.640
C -0.861 -4.910 4.506
C -2.244 -4.965 4.321
C -2.840 -4.293 3.276
C -2.043 -3.553 2.405
H -3.599 -2.887 1.184
H -2.342 -1.571 -0.274
H 3.801 -1.693 1.715
H 5.595 -0.194 0.510
H 6.112 1.413 -1.328
H 4.281 2.074 -2.889
H 1.987 1.217 -2.474
H 0.995 -4.124 3.761
H -0.408 -5.440 5.332
H -2.857 -5.538 5.004
H -3.912 -4.333 3.126
Se 3.632 3.167 1.917
C 2.421 3.077 0.567
N 1.643 3.020 -0.297
*
```

***

no.,E_tot (eV)
1,-79324.7662
2,-73825.5193
3,-53708.4450
4,-151797.2717